Entry 1:
11
Properties=species:S:1:pos:R:3:lowdin_charge:R:1 method="wB97M-V/def2-TZVPD" orbital_gap_ev=8.6 total_energy_ev=-17779.9685 relative_energy_kcal_mol=24.6
C -0.360 -1.272 1.243 0.0981
C -0.417 -0.896 -0.062 -0.3457
F -0.292 -1.853 -1.028 0.0217
C -0.362 0.483 -0.637 -0.2234
C 0.919 1.332 -0.420 -0.6714
S 0.909 2.669 0.460 0.6980
H -0.453 -0.541 2.056 0.0818
H -0.213 -2.303 1.323 0.0457
H -1.187 1.134 -0.291 0.1048
H -0.353 0.382 -1.730 0.1146
H 1.810 0.866 -0.913 0.0757

---

Entry 2:
14
Properties=species:S:1:pos:R:3:lowdin_charge:R:1 method="wB97M-V/def2-TZVPD" orbital_gap_ev=9.8 total_energy_ev=-8816.0611 charge=+1 relative_energy_kcal_mol=89.7
C 1.014 0.416 -0.607 -0.0728
C -0.370 0.083 -1.012 -0.2370
C -0.417 -0.369 0.925 -0.2059
N 0.927 0.255 0.879 0.1170
O -0.495 -0.987 -1.788 0.0496
O -1.376 0.178 1.694 0.0505
H 1.711 -0.268 -1.191 0.1760
H 1.319 1.483 -0.625 0.1475
H -1.035 1.049 -1.246 0.1933
H -0.197 -1.455 1.003 0.1659
H 1.648 -0.207 1.402 0.1831
H 0.859 1.155 1.254 0.1549
H -1.284 -1.217 -2.255 0.1218
H -2.304 -0.117 1.569 0.1562

---

Entry 3:
24
Properties=species:S:1:pos:R:3:mulliken_spin:R:1 method="wB97M-V/def2-TZVPD" orbital_gap_ev="6.9 / 5.3" total_energy_ev=-50189.9753 charge=+3 spin_multiplicity=2 s2=0.751 relative_energy_kcal_mol=0.0
Yb 1.679 -0.504 -0.709 1.0040
O -1.581 -4.505 2.232 0.0000
C -0.768 -3.920 1.669 0.0001
C 0.802 -1.083 -2.701 -0.0017
O 0.365 -1.160 -3.781 -0.0001
C 3.795 -0.582 0.532 -0.0019
O 4.855 -0.538 0.985 -0.0001
C 2.137 -3.320 -0.908 -0.0006
O 2.507 -4.374 -1.227 -0.0001
C 0.737 2.265 0.901 0.0006
C -0.181 1.084 1.269 -0.0002
O -0.331 0.235 0.026 -0.0017
C -1.477 0.598 -0.914 0.0011
C -2.643 1.239 -0.187 0.0009
H 1.727 1.962 0.401 -0.0004
H 0.936 2.796 1.837 0.0000
H 0.165 2.955 0.199 0.0001
H 0.254 0.349 1.941 0.0001
H -1.198 1.344 1.584 -0.0003
H -1.123 1.225 -1.727 0.0002
H -1.808 -0.334 -1.391 -0.0002
H -2.360 2.182 0.267 -0.0001
H -3.445 1.483 -0.870 0.0001
H -3.044 0.602 0.570 0.0000

---

Entry 4:
50
Properties=species:S:1:pos:R:3:lowdin_charge:R:1 method="wB97M-V/def2-TZVPD" orbital_gap_ev=5.9 total_energy_ev=-63647.5076 charge=+3 relative_energy_kcal_mol=20.3
W 0.999 -1.090 0.577 2.1524
O 4.710 -1.912 -1.466 0.2969
C 3.515 -1.663 -1.116 -0.3660
O 3.109 -1.612 0.066 0.0091
C 2.499 -1.446 -2.171 -0.1180
C 2.626 -1.608 -3.527 0.1060
C 1.470 -1.495 -4.310 0.0851
C 0.244 -1.248 -3.713 0.0878
C 0.216 -1.079 -2.337 -0.0977
N 1.317 -1.157 -1.591 0.0447
C -1.032 -0.855 -1.469 -0.5470
O -2.063 -1.475 -2.065 0.1614
O -0.719 -1.342 -0.189 -0.1720
H 5.353 -2.081 -0.753 0.2032
H 3.588 -1.843 -3.965 0.1576
H 1.528 -1.631 -5.383 0.1532
H -0.677 -1.204 -4.277 0.1530
H -2.878 -1.473 -1.540 0.1692
O -1.372 -1.681 6.135 0.2170
C -0.849 -1.642 4.954 -0.2117
C -0.875 -2.725 4.028 0.1474
C -0.355 -2.517 2.788 -0.1037
N 0.140 -1.314 2.430 -0.0386
C 0.381 -0.357 3.365 -0.0985
C -0.110 -0.467 4.624 0.1547
C 1.374 0.640 2.769 -0.4228
O 1.539 1.761 3.079 0.2610
O 2.022 -0.025 1.748 -0.1591
C -0.030 -3.529 1.684 -0.4006
O -0.491 -4.595 1.539 0.2823
O 0.943 -2.953 0.885 -0.1409
H -1.830 -2.500 6.383 0.1763
H -1.252 -3.701 4.312 0.1651
H 0.072 0.277 5.389 0.1701
O -3.370 1.245 -2.886 -0.1727
S -2.037 1.635 -2.664 0.8371
O -1.032 1.520 -3.664 -0.2029
N -1.299 0.586 -1.315 0.0700
C -0.597 1.350 -0.497 -0.2965
O 0.347 0.887 0.246 -0.0640
C -0.963 2.751 -0.566 -0.1194
C -0.612 3.747 0.336 0.0526
C -1.134 5.022 0.151 0.0093
C -1.994 5.296 -0.905 0.0247
C -2.351 4.302 -1.824 0.0238
C -1.816 3.055 -1.635 -0.1942
H 0.033 3.523 1.176 0.1310
H -0.876 5.810 0.845 0.1361
H -2.397 6.292 -1.029 0.1403
H -3.011 4.523 -2.653 0.1475